#a
83
Properties=species:S:1:pos:R:3 method="wB97M-V/def2-TZVPD" gap_ha="0.2320 / 0.1606" spin_multiplicity=2 charge=+1 e_lumo_ev="-3.1 / -5.0" homo_ha="-0.3450 / -0.3449"
Ir 1.736 0.732 0.773
C 3.161 -1.783 1.444
C 4.037 -0.790 2.184
N 3.763 0.584 1.712
C 3.976 1.629 2.719
C 2.930 1.558 3.819
S 1.282 1.047 3.244
C 1.164 -0.701 3.735
C 0.900 -1.590 2.542
N 1.767 -1.312 1.384
H 3.221 -2.765 1.923
H 3.512 -1.881 0.419
H 5.083 -1.056 2.021
H 3.860 -0.830 3.257
H 4.362 0.779 0.914
H 3.892 2.586 2.208
H 4.974 1.566 3.163
H 2.792 2.554 4.237
H 3.198 0.894 4.640
H 0.310 -0.769 4.407
H 2.052 -0.976 4.301
H -0.124 -1.429 2.203
H 1.001 -2.636 2.848
H 1.314 -1.750 0.582
O 6.173 4.337 -2.777
C 5.298 3.726 -2.258
S 5.061 1.963 -2.475
C 3.710 1.823 -1.395
C 3.262 2.984 -0.777
S 1.950 3.024 0.280
S 4.084 4.464 -1.170
S 2.968 0.313 -1.204
C -1.243 5.456 2.142
N -2.490 4.840 1.732
C -3.623 5.508 1.304
C -4.559 4.575 1.047
N -3.990 3.345 1.319
C -4.636 2.052 1.180
C -2.716 3.507 1.744
Se -1.550 2.174 2.236
H -1.402 6.525 2.250
H -0.466 5.271 1.401
H -0.927 5.028 3.091
H -3.666 6.579 1.225
H -5.568 4.677 0.693
H -5.693 2.210 0.980
H -4.514 1.482 2.099
H -4.180 1.492 0.363
F -1.685 -3.307 -3.558
C -0.961 -2.348 -4.161
C -0.443 -1.315 -3.397
C 0.264 -0.335 -4.073
F 0.793 0.707 -3.424
C 0.457 -0.385 -5.443
F 1.143 0.570 -6.065
C -0.069 -1.438 -6.171
F 0.112 -1.494 -7.481
C -0.788 -2.433 -5.527
F -1.300 -3.441 -6.224
Ge -0.797 -1.348 -1.465
S -0.325 0.470 -0.345
C -2.725 -1.310 -1.130
C -3.695 -0.972 -2.053
F -3.362 -0.684 -3.316
C -5.037 -0.895 -1.713
F -5.951 -0.562 -2.618
C -5.420 -1.149 -0.408
F -6.698 -1.060 -0.064
C -4.471 -1.479 0.546
F -4.842 -1.695 1.806
C -3.147 -1.553 0.167
F -2.242 -1.888 1.106
C -0.127 -3.160 -0.977
C 1.232 -3.408 -1.040
F 2.072 -2.383 -1.287
C 1.800 -4.655 -0.869
F 3.121 -4.817 -0.907
C 0.965 -5.738 -0.654
F 1.475 -6.948 -0.500
C -0.405 -5.545 -0.601
F -1.204 -6.583 -0.396
C -0.929 -4.272 -0.760
F -2.255 -4.161 -0.707

#b
83
Properties=species:S:1:pos:R:3 method="wB97M-V/def2-TZVPD" gap_ha="0.1775 / 0.1868" spin_multiplicity=2 charge=+1 e_lumo_ev="-4.6 / -4.3" homo_ha="-0.3470 / -0.3458"
Ir -0.374 1.884 0.327
C 1.053 4.824 1.221
C 2.141 3.958 0.587
N 1.872 2.536 0.821
C 2.353 1.988 2.087
C 1.452 2.271 3.277
S -0.324 2.002 2.931
C -1.032 3.668 3.218
C -1.283 4.487 1.955
N -0.265 4.247 0.935
H 1.137 5.842 0.833
H 1.192 4.878 2.299
H 3.117 4.249 0.987
H 2.147 4.121 -0.491
H 2.304 1.995 0.076
H 3.355 2.364 2.323
H 2.420 0.911 1.958
H 1.572 3.275 3.677
H 1.701 1.565 4.068
H -0.369 4.173 3.919
H -1.982 3.488 3.718
H -1.344 5.547 2.225
H -2.239 4.193 1.526
H -0.598 4.626 0.052
O -7.466 1.310 0.964
C -6.292 1.349 0.768
S -5.134 0.135 1.366
C -3.700 0.887 0.703
C -3.865 2.043 0.030
S -2.556 2.913 -0.640
S -5.493 2.647 -0.163
S -2.177 0.146 0.927
C 1.527 0.321 -4.056
N 0.262 0.958 -4.377
C -0.512 0.684 -5.473
C -1.560 1.538 -5.444
N -1.412 2.337 -4.339
C -2.309 3.422 -3.996
C -0.294 1.966 -3.678
Se 0.506 2.753 -2.187
H 1.653 -0.548 -4.696
H 1.536 0.021 -3.010
H 2.349 1.014 -4.225
H -0.260 -0.082 -6.183
H -2.388 1.648 -6.121
H -2.590 3.960 -4.900
H -1.804 4.096 -3.313
H -3.203 3.042 -3.511
F 1.408 -5.009 1.103
C 1.828 -4.224 2.106
C 1.557 -2.867 2.036
C 1.966 -2.084 3.094
F 1.665 -0.769 3.093
C 2.670 -2.607 4.163
F 3.078 -1.814 5.153
C 2.946 -3.965 4.195
F 3.617 -4.479 5.213
C 2.513 -4.788 3.165
F 2.753 -6.093 3.207
Ge 0.594 -2.271 0.411
S 0.837 -0.182 -0.177
C 1.585 -2.945 -1.173
C 2.922 -3.299 -1.183
F 3.600 -3.346 -0.030
C 3.605 -3.560 -2.360
F 4.893 -3.886 -2.342
C 2.941 -3.431 -3.570
F 3.587 -3.635 -4.709
C 1.613 -3.033 -3.594
F 1.000 -2.816 -4.762
C 0.960 -2.801 -2.401
F -0.302 -2.351 -2.425
C -1.108 -3.242 0.700
C -1.785 -2.966 1.875
F -1.288 -2.011 2.680
C -2.917 -3.657 2.257
F -3.559 -3.355 3.382
C -3.369 -4.695 1.454
F -4.452 -5.371 1.799
C -2.670 -5.043 0.309
F -3.069 -6.079 -0.421
C -1.554 -4.309 -0.060
F -0.890 -4.669 -1.161

Most stable structure, least stable structure: #a, #b.

#a
9
Properties=species:S:1:pos:R:3 method="wB97M-V/def2-TZVPD" gap_ha="0.2535 / 0.2885" e_lumo_ev="-1.5 / -1.2" homo_ha="-0.3085 / -0.3328"
C -1.407 -0.083 0.938
C -0.754 0.726 0.020
N 1.273 -0.527 -1.175
O -0.156 1.558 -0.564
O 0.268 -0.976 -0.708
O -2.557 -0.504 0.809
I 2.904 -0.058 0.238
H -0.642 -0.256 1.883
H 1.278 0.280 -1.911

#b
9
Properties=species:S:1:pos:R:3 method="wB97M-V/def2-TZVPD" gap_ha=0.2916 smiles="O=CC(=O)I.N=O" e_lumo_ev=-1.2 homo_ha=-0.3370
O -2.116 -2.669 0.153
C -2.131 -1.513 -0.105
C -0.937 -0.606 0.212
O 0.188 -0.968 0.394
I -1.461 1.434 -0.234
H -2.909 -1.073 -0.644
N 3.164 2.138 0.143
O 2.312 1.449 0.643
H 3.891 1.808 -0.561

Most stable structure, least stable structure: #b, #a.

#a
13
Properties=species:S:1:pos:R:3 method="wB97M-V/def2-TZVPD" gap_ha=0.2968 e_lumo_ev=-0.7 homo_ha=-0.3217
C 0.783 0.875 0.084
C 0.901 2.183 0.314
C 0.374 -0.277 -0.179
C -2.103 -0.493 0.367
C 0.928 -1.669 -0.493
F -3.095 -0.173 -0.452
F -2.154 0.583 1.214
H 1.199 2.482 1.268
H 0.792 2.826 -0.513
H -0.859 -0.242 0.063
H 1.139 -1.863 -1.517
H 0.299 -2.553 -0.194
H 1.796 -1.680 0.039

#b
13
Properties=species:S:1:pos:R:3 method="wB97M-V/def2-TZVPD" gap_ha=0.4009 smiles="C=C(F)F.C=C=C" e_lumo_ev=1.0 homo_ha=-0.3648
C 0.711 -1.663 1.404
C -0.198 -1.790 0.466
F -0.027 -2.429 -0.683
F -1.432 -1.318 0.523
H 0.482 -1.132 2.308
H 1.687 -2.092 1.277
C 0.772 1.847 0.049
C -0.171 1.487 -0.762
C -1.122 1.137 -1.564
H 0.983 2.885 0.247
H 1.394 1.125 0.555
H -2.123 0.958 -1.205
H -0.954 0.984 -2.616

Most stable structure, least stable structure: #b, #a.

#a
17
Properties=species:S:1:pos:R:3 method="wB97M-V/def2-TZVPD" gap_ha="0.2574 / 0.2569" e_lumo_ev="-0.4 / -0.4" homo_ha="-0.2734 / -0.2730"
C 1.906 1.375 -0.260
C -3.201 -0.687 0.589
C 2.263 0.095 0.483
Si -2.050 0.330 -0.520
Si 1.460 -1.431 -0.309
H 2.225 1.310 -1.297
H 0.829 1.528 -0.246
H 2.387 2.241 0.191
H -2.655 -1.220 1.362
H -3.927 -0.044 1.086
H -3.753 -1.423 0.010
H 1.956 0.182 1.526
H 3.352 -0.021 0.490
H -2.485 0.355 -1.915
H -1.867 1.686 -0.004
H 1.642 -2.640 0.497
H 1.920 -1.636 -1.683

#b
17
Properties=species:S:1:pos:R:3 method="wB97M-V/def2-TZVPD" gap_ha=0.3981 smiles=CC[SiH2][SiH2]C e_lumo_ev=1.1 homo_ha=-0.3573
C -2.764 0.025 -0.102
C -1.266 0.352 -0.314
Si -0.164 -1.062 0.339
Si 1.990 -0.683 -0.325
C 2.454 1.034 0.361
H -3.093 -0.859 -0.508
H -3.183 -0.018 0.979
H -3.504 0.822 -0.450
H -1.097 1.318 0.036
H -1.328 0.395 -1.462
H -0.671 -2.327 0.129
H -0.072 -0.891 1.895
H 1.773 -0.578 -1.871
H 3.201 -1.663 -0.191
H 2.178 1.187 1.327
H 3.457 1.223 0.405
H 2.088 1.725 -0.248

Most stable structure, least stable structure: #b, #a.

#a
21
Properties=species:S:1:pos:R:3 method="wB97M-V/def2-TZVPD" gap_ha=0.3554 smiles="C=CCC.O.O.O" e_lumo_ev=0.4 homo_ha=-0.3389
C -1.803 -1.187 0.946
C -0.481 -0.870 0.851
C 0.434 -1.783 0.020
C 1.904 -1.708 0.617
H -2.580 -0.526 1.270
H -2.086 -2.194 0.656
H 0.168 -0.132 1.476
H 0.459 -1.472 -1.066
H -0.058 -2.748 0.056
H 2.086 -0.654 0.857
H 2.561 -2.002 -0.126
H 2.086 -2.317 1.480
O -0.505 1.001 -2.642
H 0.284 1.164 -3.154
H -0.454 1.769 -2.008
O 1.376 1.924 0.141
H 0.472 2.345 0.081
H 1.574 1.675 1.104
O -1.454 2.745 -0.305
H -2.245 3.164 0.086
H -1.739 1.806 -0.339

#b
21
Properties=species:S:1:pos:R:3 method="wB97M-V/def2-TZVPD" gap_ha=0.3490 smiles="C/C=C/C.O.O.O" e_lumo_ev=0.5 homo_ha=-0.3312
C -0.530 -1.259 -2.188
C -0.861 0.195 -2.045
C -0.239 0.892 -1.064
C -0.587 2.282 -0.458
H 0.501 -1.434 -2.613
H -0.663 -1.928 -1.251
H -1.384 -1.749 -2.831
H -1.789 0.472 -2.582
H 0.677 0.444 -0.618
H 0.188 2.685 0.257
H -1.694 2.194 0.111
H -0.809 2.900 -1.374
O 1.174 -0.145 3.181
H 0.203 -0.150 3.094
H 1.349 -1.147 3.244
O -1.233 -1.184 1.667
H -1.828 -1.889 1.848
H -1.480 -0.798 0.808
O 3.019 0.095 0.626
H 3.522 -0.774 0.799
H 2.464 0.296 1.390

Most stable structure, least stable structure: #a, #b.

#a
21
Properties=species:S:1:pos:R:3 method="wB97M-V/def2-TZVPD" gap_ha=0.2623 e_lumo_ev=-2.5 homo_ha=-0.3529
C -1.183 0.594 -0.299
C -0.088 1.188 -0.856
C 0.618 0.585 -2.016
C -1.878 1.025 1.015
H -1.780 -0.091 -0.914
H 0.469 1.914 -0.124
H 1.154 1.405 -2.541
H 1.356 -0.212 -1.746
H -0.183 0.301 -2.690
H -2.644 0.353 1.347
H -2.351 2.069 0.811
H -1.167 1.161 1.796
H 1.493 -1.904 1.401
H -0.676 -1.061 0.576
O 1.371 -1.245 0.750
H 0.427 -3.483 -0.929
H 0.531 -2.077 -0.372
O -0.002 -2.652 -1.035
H 1.414 0.057 1.328
H 1.904 1.095 2.592
O 1.216 0.980 1.905

#b
21
Properties=species:S:1:pos:R:3 method="wB97M-V/def2-TZVPD" gap_ha=0.3103 smiles="C/C=C/C.O.O.O" e_lumo_ev=0.7 homo_ha=-0.2838
C -1.453 -3.002 -0.570
C -1.011 -1.524 -0.856
C -0.449 -1.152 -2.028
C 0.592 -0.214 -2.182
H -1.970 -3.464 -1.384
H -0.537 -3.471 -0.324
H -2.344 -3.013 0.183
H -1.611 -0.756 -0.307
H -0.940 -1.485 -2.965
H 1.330 -0.468 -2.944
H 0.119 0.775 -2.507
H 1.196 -0.044 -1.301
O -0.455 2.880 2.799
H -1.215 3.370 2.403
H -0.492 1.945 2.450
O 2.076 2.652 0.971
H 2.904 3.109 1.044
H 1.519 2.862 1.732
O 0.590 0.335 2.067
H 1.324 -0.119 2.430
H 0.827 0.784 1.290

Most stable structure, least stable structure: #b, #a.

#a
23
Properties=species:S:1:pos:R:3 method="wB97M-V/def2-TZVPD" gap_ha=0.3810 charge=+1 e_lumo_ev=-3.7 homo_ha=-0.5166
C -0.548 -0.645 -0.614
C 0.748 0.145 -0.932
C 0.559 1.585 -0.275
C 2.052 -0.249 -0.212
C 2.106 -1.738 -0.501
N -1.734 0.145 -0.136
H -0.332 -1.325 0.228
H -0.795 -1.292 -1.415
H 0.929 0.400 -1.960
H 1.650 2.060 -0.110
H 0.273 2.331 -1.006
H 0.068 1.769 0.658
H 2.992 0.208 -0.361
H 1.844 -0.179 0.856
H 1.636 -2.030 -1.446
H 3.056 -2.154 -0.508
H 1.399 -2.218 0.091
H -2.455 0.292 -0.900
H -2.143 -0.499 0.706
H -1.661 1.050 0.353
H -3.343 1.318 1.938
H -3.455 0.276 3.014
O -2.845 0.752 2.533

#b
23
Properties=species:S:1:pos:R:3 method="wB97M-V/def2-TZVPD" gap_ha=0.4490 charge=+1 e_lumo_ev=-3.2 homo_ha=-0.5648
C 1.659 -0.278 -1.241
C 0.434 0.242 -0.569
C -0.843 -0.528 -0.686
C -2.128 0.158 -0.145
C -2.321 1.632 -0.501
N 0.742 0.396 0.975
H 2.335 0.514 -1.552
H 1.358 -0.921 -2.068
H 2.346 -0.913 -0.672
H 0.336 1.306 -0.769
H -0.924 -0.750 -1.751
H -0.819 -1.431 -0.070
H -3.010 -0.337 -0.536
H -2.212 0.082 0.948
H -3.109 2.123 0.062
H -1.428 2.225 -0.289
H -2.521 1.698 -1.571
H 1.603 0.902 1.205
H 0.833 -0.505 1.459
H 0.028 0.809 1.586
H 2.533 -2.339 2.825
H 2.907 -2.123 1.367
O 2.203 -1.964 1.994

Most stable structure, least stable structure: #b, #a.

#a
27
Properties=species:S:1:pos:R:3 method="wB97M-V/def2-TZVPD" gap_ha=0.3726 smiles="CCN(C)C(C)=O.CC(N)=O" e_lumo_ev=0.6 homo_ha=-0.3507
C 0.263 -0.257 3.046
C 1.106 0.640 2.086
N 0.834 0.331 0.659
C 1.993 -0.371 0.116
C 0.437 1.378 -0.167
C -0.577 2.338 0.396
O 0.847 1.454 -1.307
H -0.339 0.444 3.624
H 0.969 -0.821 3.645
H -0.423 -0.872 2.480
H 0.908 1.698 2.277
H 2.180 0.624 2.273
H 2.266 -1.225 0.741
H 1.867 -0.833 -0.865
H 2.849 0.293 0.041
H -1.404 1.714 0.745
H -0.234 2.836 1.304
H -0.811 3.075 -0.360
C -1.078 -0.433 -2.698
C -1.431 -1.907 -2.667
N -1.603 -2.497 -1.422
O -1.615 -2.521 -3.695
H -1.034 -0.122 -3.735
H -0.103 -0.281 -2.253
H -1.831 0.198 -2.223
H -2.470 -3.021 -1.404
H -1.567 -1.860 -0.638

#b
27
Properties=species:S:1:pos:R:3 method="wB97M-V/def2-TZVPD" gap_ha=0.3401 smiles="CCN(C)C(C)=O.CC(N)=O" e_lumo_ev=0.4 homo_ha=-0.3241
C 0.082 0.464 0.548
C -0.688 1.747 0.265
N -0.580 2.085 -1.141
C 0.699 2.279 -1.697
C -1.606 1.708 -2.108
C -2.204 0.395 -1.726
O -1.682 2.382 -3.092
H -0.366 -0.207 1.362
H 1.124 0.472 0.875
H -0.054 -0.225 -0.302
H -1.641 1.652 0.761
H -0.084 2.491 0.806
H 1.239 1.492 -2.273
H 0.765 3.132 -2.462
H 1.563 2.583 -1.131
H -3.148 0.308 -2.287
H -1.596 -0.483 -1.978
H -2.422 0.215 -0.673
C 1.307 -2.912 0.765
C 1.718 -2.394 2.130
N 0.628 -2.199 2.970
O 2.833 -2.245 2.561
H 1.312 -4.001 0.832
H 1.916 -2.331 0.073
H 0.312 -2.618 0.436
H 0.823 -1.863 3.899
H -0.250 -1.927 2.584

Most stable structure, least stable structure: #a, #b.

#a
9
Properties=species:S:1:pos:R:3 method="wB97M-V/def2-TZVPD" gap_ha="0.2801 / 0.2619" e_lumo_ev="-1.1 / -1.3" homo_ha="-0.3220 / -0.3114"
C 0.637 -0.965 -0.243
N -0.825 -0.932 -0.097
N -1.514 0.065 -0.048
N -1.100 1.257 0.009
P 1.497 0.680 -0.163
H 1.069 -1.549 0.702
H 0.907 -1.623 -1.099
H -1.682 2.000 -0.045
H 1.011 1.067 0.984

#b
9
Properties=species:S:1:pos:R:3 method="wB97M-V/def2-TZVPD" gap_ha=0.3582 smiles=N#CP(N)N e_lumo_ev=-0.2 homo_ha=-0.3642
N -2.751 0.462 0.464
C -1.763 0.256 -0.086
P -0.304 -0.505 -0.889
N 0.894 1.152 -0.221
N 0.267 -1.444 0.509
H 0.619 1.816 -0.840
H 1.797 0.851 -0.680
H 0.026 -0.815 1.235
H 1.216 -1.772 0.508

#c
9
Properties=species:S:1:pos:R:3 method="wB97M-V/def2-TZVPD" gap_ha=0.3326 smiles="C1NN=NP1" e_lumo_ev=0.5 homo_ha=-0.3128
C -0.065 0.227 0.333
N 0.107 -1.236 0.133
N 1.373 -1.667 -0.007
N 2.259 -0.652 -0.256
P 1.711 0.911 0.125
H -0.632 0.643 -0.452
H -0.351 0.465 1.360
H -0.633 -1.986 0.373
H 1.638 1.500 -1.272

Most stable structure, least stable structure: #b, #a.